[1]
{"formula": "C7H16N3S", "method": "wB97M-V/def2-TZVPD", "lumo_ha": -0.1553, "smiles": "CCCN1C[C@H](S)C/[N+]1=N/C", "total_energy_ev": -22813.54061, "gap_ha": 0.3244, "de_lowest_ev": 5.481, "total_charge": 1, "elements": ["C", "C", "C", "N", "C", "C", "S", "C", "N", "N", "C", "H", "H", "H", "H", "H", "H", "H", "H", "H", "H", "H", "H", "H", "H", "H", "H"], "xyz": [[2.837562, 1.527794, 0.134193], [1.521023, 1.005197, 0.674057], [1.364087, -0.441843, 0.180934], [-0.029118, -0.772933, 0.217223], [-0.632895, -1.080974, 1.514409], [-2.064985, -0.412139, 1.430103], [-3.298927, -1.484765, 2.109336], [-2.257683, -0.386516, -0.042609], [-0.939510, -0.342086, -0.652118], [-0.929448, 0.126994, -1.789529], [0.173929, 0.161756, -2.652173], [3.170005, 0.833134, -0.819063], [2.828325, 2.479212, -0.238331], [3.697321, 1.472393, 0.787736], [0.693105, 1.575965, 0.122914], [1.456709, 1.057600, 1.754986], [1.768479, -0.515847, -0.877075], [1.859153, -1.206399, 0.801719], [-0.058718, -0.747845, 2.463748], [-0.685189, -2.138251, 1.727992], [-1.955328, 0.692088, 1.795155], [-4.153843, -1.330741, 1.080669], [-2.781850, -1.315519, -0.292469], [-2.823786, 0.568638, -0.384930], [0.614738, 1.174568, -2.666990], [-0.133138, 0.214008, -3.755811], [0.759983, -0.713491, -2.624076]], "forces_ev_per_a": [[1.66, -3.73, -1.74], [-0.20, 0.24, -1.78], [0.88, 0.15, -1.09], [-0.29, -1.08, 0.32], [-0.54, 0.78, 2.14], [2.29, 1.32, 0.55], [-0.86, -0.02, 0.83], [-2.35, 1.74, -0.38], [0.03, 0.67, 0.20], [-0.95, -0.09, -0.33], [0.03, 1.39, -2.97], [-0.71, 1.79, 2.19], [-0.37, 2.58, -0.81], [-0.03, -0.21, 0.47], [0.90, -0.50, 1.24], [-0.31, 0.27, 0.05], [-0.56, -0.08, 1.53], [0.03, 0.43, -0.29], [-0.48, 0.27, -2.03], [-0.28, -0.56, -0.67], [-0.56, -2.09, -0.12], [-0.11, -0.02, 0.40], [0.40, 0.32, -0.83], [0.89, -2.00, 0.31], [0.69, -0.57, 0.85], [-0.58, -0.41, 1.57], [1.37, -0.58, 0.42]]}


[2]
{"formula": "C7H16NO2P", "method": "wB97M-V/def2-TZVPD", "lumo_ha": [-0.0268, -0.0532], "total_energy_ev": -22387.64409, "gap_ha": [0.3004, 0.2915], "de_lowest_ev": 5.360, "elements": ["C", "C", "C", "C", "C", "C", "C", "N", "O", "O", "P", "H", "H", "H", "H", "H", "H", "H", "H", "H", "H", "H", "H", "H", "H", "H", "H"], "xyz": [[-1.721672, 1.063822, -0.647973], [3.383654, 0.742071, -0.753590], [2.298621, -1.029008, 0.542611], [-3.051112, -1.070518, -0.793943], [-1.422706, -0.478286, 1.209114], [2.608854, 0.455267, 0.534987], [-2.383271, -0.000466, 0.155818], [1.371590, 1.129064, 0.616884], [-1.915572, 2.240273, -0.600172], [-3.460321, 0.550255, 0.963057], [-0.129979, 0.578811, -1.646593], [2.606919, 0.453188, -1.430854], [3.579588, 1.757533, -0.955685], [4.153215, 0.060155, -0.946662], [3.318682, -1.502897, 0.336199], [1.545188, -1.385593, -0.227398], [1.903707, -1.279112, 1.588744], [-3.512597, -1.818617, -0.089575], [-2.247430, -1.482702, -1.405780], [-3.955099, -0.803324, -1.392762], [-0.544334, -0.878718, 0.696482], [-2.031795, -1.212776, 1.760611], [-1.126999, 0.488970, 1.760342], [3.123131, 0.611595, 1.402782], [1.315234, 2.068180, 0.231639], [-3.489947, 1.432293, 0.548094], [-0.215555, -0.689472, -1.456368]], "forces_ev_per_a": [[2.60, -0.70, -0.79], [-2.03, -0.30, 0.63], [0.58, -1.55, 0.94], [-0.10, -0.51, 1.50], [0.42, 0.71, -0.35], [-1.18, -0.83, -3.40], [-3.02, -0.22, -0.01], [-2.10, 0.35, -0.11], [-1.12, 0.90, 0.28], [0.56, 0.95, -1.49], [-0.07, 4.04, 0.24], [-0.31, -0.02, -1.16], [0.66, 1.19, 0.00], [1.61, -0.60, 0.01], [-1.59, -0.07, 0.52], [1.02, 0.66, 0.82], [0.59, -0.09, -1.56], [0.91, 0.29, -0.68], [-0.45, -0.47, -0.13], [1.12, 0.70, 0.29], [0.01, -0.32, 0.72], [0.83, 0.30, 0.31], [-0.37, -1.94, -0.38], [1.64, 0.90, 2.53], [0.65, 0.18, -0.09], [-0.74, 0.16, 0.75], [-0.14, -3.73, 0.59]]}


[3]
{"formula": "C7H16NO4Pt", "method": "wB97M-V/def2-TZVPD", "multiplicity": 5, "lumo_ha": [-0.4255, -0.6028], "total_energy_ev": -20406.37644, "gap_ha": [0.3592, 0.2202], "total_charge": 3, "s2": 6.01, "elements": ["Pt", "N", "C", "C", "C", "O", "O", "H", "H", "H", "H", "H", "H", "C", "O", "C", "C", "O", "C", "H", "H", "H", "H", "H", "H", "H", "H", "H", "H"], "xyz": [[-0.574720, 0.329347, -0.779929], [-2.040602, 1.531845, -0.023374], [-1.445558, 2.887341, 0.266684], [-0.429924, 2.984453, 1.448541], [0.835164, 2.085353, 1.191588], [1.753555, 2.468846, 1.998819], [0.937246, 1.230315, 0.301075], [-2.849356, 1.673452, -0.634603], [-2.313223, 1.065541, 0.812889], [-2.280007, 3.507305, 0.516800], [-1.044579, 3.369157, -0.632056], [-0.838585, 2.600670, 2.364071], [-0.186426, 4.030568, 1.636124], [2.063907, -0.886134, -2.767733], [1.111174, -1.147403, -1.686887], [1.057391, -2.466702, -1.258004], [0.621344, -2.551285, 0.261803], [-0.578388, -1.746472, 0.341150], [-1.102414, -1.735027, 1.759035], [2.824174, -0.216502, -2.390294], [1.663108, -0.246761, -3.555355], [2.500309, -1.779557, -3.162850], [1.951028, -3.009216, -1.554368], [0.214700, -2.931292, -1.856676], [1.487923, -2.202529, 0.866796], [0.340651, -3.601863, 0.403964], [-0.863054, -2.711931, 2.223133], [-2.215282, -1.630773, 1.648165], [-0.599556, -0.900746, 2.261496]], "forces_ev_per_a": [[-0.22, -1.61, -0.46], [0.93, 0.98, -0.81], [0.48, 0.50, 0.50], [-0.31, -1.22, -1.22], [0.10, 2.20, 0.71], [-0.59, -0.76, -0.86], [1.18, -0.05, 0.73], [-0.06, -0.25, 0.13], [-0.85, -0.12, 0.95], [-0.57, 0.59, 0.47], [0.06, -0.57, -0.10], [-0.42, -0.17, 0.64], [0.27, -0.05, -0.14], [-0.25, 0.48, -0.06], [0.71, 0.30, -1.36], [-0.64, -0.54, 0.96], [0.01, 0.39, -1.91], [0.53, 0.17, 0.82], [-0.66, -0.18, -0.78], [0.60, 0.27, 0.85], [-0.91, -0.07, 0.00], [0.07, -0.67, 0.01], [0.22, -0.12, 0.15], [0.08, 0.18, 0.17], [-0.74, -0.17, -0.03], [0.27, 0.20, 0.42], [-0.15, 0.63, -0.22], [1.15, 0.00, 0.29], [-0.30, -0.33, 0.14]]}


[4]
{"formula": "C7H16O", "method": "wB97M-V/def2-TZVPD", "lumo_ha": 0.0366, "smiles": "CC(C)[C@@H](C)O.C=C", "total_energy_ev": -9563.30005, "gap_ha": 0.3796, "de_lowest_ev": 2.970, "elements": ["C", "C", "C", "C", "C", "O", "H", "H", "H", "H", "H", "H", "H", "H", "H", "H", "H", "H", "C", "C", "H", "H", "H", "H"], "xyz": [[0.027403, -1.671705, -0.769406], [0.330494, -0.275518, -1.121790], [-1.102870, 0.836564, -0.756146], [1.602044, 0.269506, -0.455039], [1.907830, 1.726240, -0.801769], [1.567930, 0.083410, 0.953449], [-0.665453, -2.145717, -1.460659], [0.917235, -2.293796, -0.621020], [-0.502829, -1.676123, 0.272256], [0.342352, -0.104465, -2.197375], [-0.764030, 1.673681, -1.368198], [-1.953793, 0.350012, -1.224262], [-1.262184, 1.341934, 0.187955], [2.447083, -0.346793, -0.784035], [2.857692, 2.011595, -0.353078], [1.970498, 1.860727, -1.880731], [1.149801, 2.397225, -0.401938], [0.728833, 0.454395, 1.256515], [-1.748226, -0.095783, 1.874043], [-1.387838, -1.394384, 1.831850], [-2.697514, 0.239978, 1.487995], [-1.123055, 0.651379, 2.339872], [-2.129656, -2.154450, 1.627647], [-0.511745, -1.737911, 2.363863]], "forces_ev_per_a": [[-1.13, -1.08, 2.34], [-2.05, 3.08, 0.95], [3.30, -0.73, -1.88], [-0.19, 0.10, -0.36], [0.05, -0.29, 0.14], [-0.19, 0.06, 0.09], [0.06, -0.08, -0.15], [-0.03, 0.08, -0.31], [1.20, -0.21, -2.31], [0.33, -0.06, -0.03], [-0.42, -0.03, -0.47], [-0.17, 0.10, 0.38], [-0.01, -0.78, 0.27], [-0.08, -0.01, -0.06], [0.07, -0.01, -0.04], [-0.01, 0.06, -0.07], [-0.12, 0.01, -0.02], [0.07, -0.08, 0.02], [0.15, -1.65, 0.45], [-1.27, 1.38, 2.00], [-0.09, 0.01, -0.02], [0.16, 0.12, -0.06], [0.10, -0.04, -0.59], [0.28, 0.04, -0.27]]}


[5]
{"formula": "C7H16O", "method": "wB97M-V/def2-TZVPD", "lumo_ha": 0.0292, "smiles": "C=C(C)CCCC.O", "total_energy_ev": -9564.25062, "gap_ha": 0.3692, "de_lowest_ev": 2.020, "elements": ["C", "C", "C", "C", "C", "C", "C", "H", "H", "H", "H", "H", "H", "H", "H", "H", "H", "H", "H", "H", "H", "O", "H", "H"], "xyz": [[1.991695, 0.094111, 1.283518], [1.087154, 0.787836, 0.612906], [0.405021, 1.897702, 1.409103], [0.780852, 0.530243, -0.843473], [1.094265, -0.890239, -1.323687], [-0.086504, -1.908949, -1.107722], [-1.446316, -1.253299, -1.404007], [2.222228, 0.322891, 2.337235], [2.566363, -0.776291, 1.057350], [0.237946, 2.761754, 0.707993], [0.856764, 2.131509, 2.360920], [-0.574471, 1.474227, 1.778682], [-0.196124, 0.972946, -1.077552], [1.430033, 1.273563, -1.352709], [1.806089, -1.399201, -0.682029], [1.119771, -0.784044, -2.429035], [0.036026, -2.415870, -0.123389], [0.128006, -2.788265, -1.744172], [-2.144488, -2.059705, -1.728633], [-1.842596, -0.724321, -0.533310], [-1.412278, -0.617164, -2.283201], [-2.773154, 0.701754, 1.087100], [-1.900727, 0.914745, 1.466093], [-3.260831, 0.424207, 1.868598]], "forces_ev_per_a": [[0.53, -0.19, 1.95], [0.39, -0.19, 1.00], [-1.51, -0.57, -1.40], [0.69, 1.41, 0.69], [-2.76, -0.26, -0.14], [0.47, 0.12, -0.08], [-0.36, -1.95, -0.03], [-0.38, 0.35, -0.45], [0.07, -0.39, -1.07], [-0.08, -0.50, 1.17], [0.75, 0.37, -0.18], [0.88, 0.83, -0.67], [-0.18, -0.82, -0.04], [0.05, -0.51, -0.08], [1.32, 0.64, -1.11], [1.22, -0.58, 0.66], [-0.67, 0.88, -0.12], [-0.26, 0.58, -0.30], [0.09, 0.53, 0.60], [-0.06, -0.03, -0.37], [0.29, 0.38, 0.04], [0.40, 0.07, 0.50], [-0.61, -0.11, -0.51], [-0.28, -0.08, -0.08]]}


[6]
{"formula": "C7H16O3P2", "method": "wB97M-V/def2-TZVPD", "lumo_ha": -0.0332, "smiles": "C=CP(CCCCC)P(=O)(O)O", "total_energy_ev": -32233.60368, "gap_ha": 0.2783, "elements": ["C", "C", "P", "C", "C", "C", "C", "C", "P", "O", "O", "O", "H", "H", "H", "H", "H", "H", "H", "H", "H", "H", "H", "H", "H", "H", "H", "H"], "xyz": [[-1.643668, -0.024228, 3.711790], [-2.403225, 0.383978, 2.462329], [-1.282615, 0.835300, 0.949633], [-0.974231, -0.840259, 0.004395], [0.653705, -1.146860, 0.236782], [1.267380, -1.792553, -1.139219], [2.240928, -0.677577, -1.867792], [3.623647, -0.477111, -1.009511], [-2.262939, 2.242200, -0.398186], [-3.800750, 2.470282, -0.075101], [-1.946673, 1.710965, -2.033325], [-1.405158, 3.784117, -0.204812], [-1.743735, 0.531105, 4.740646], [-0.877344, -0.924822, 3.548348], [-3.595151, 0.384413, 2.419547], [-1.235631, -0.634511, -1.118791], [-1.593974, -1.704130, 0.502884], [0.821678, -1.785630, 1.205682], [1.142920, -0.085473, 0.381174], [0.377141, -2.066642, -1.848935], [1.834404, -2.775103, -0.843370], [2.390297, -1.034678, -2.974571], [1.648149, 0.351324, -1.845624], [4.327405, 0.387512, -1.412079], [3.302455, -0.129996, 0.085859], [4.202018, -1.501573, -0.950409], [-2.638011, 1.036586, -2.304502], [-0.429020, 3.483365, -0.222841]], "forces_ev_per_a": [[-1.34, 0.53, -3.47], [0.67, -1.14, 2.95], [0.47, -2.33, 1.15], [0.63, -0.09, 0.27], [-0.67, 0.80, -0.97], [0.11, 0.24, 0.66], [-0.47, -0.23, 0.51], [-0.44, 0.21, 0.34], [-5.26, 2.45, -0.75], [5.39, -0.78, -1.33], [-0.92, 0.23, 2.45], [0.67, -4.66, -0.89], [-0.73, -2.06, -1.87], [-0.73, 2.99, 0.46], [2.79, 1.32, 0.44], [0.63, -0.80, 2.11], [0.94, 1.83, -1.28], [-0.36, 1.21, -1.96], [-0.80, -2.23, -0.07], [1.78, 0.43, 1.30], [-0.86, 1.87, -0.89], [0.01, 0.92, 2.12], [1.19, -2.14, -0.30], [-1.53, -1.98, 0.60], [0.82, -0.94, -2.30], [-1.06, 2.17, -0.07], [0.91, 1.23, 0.68], [-1.86, 0.98, 0.11]]}


[7]
{"formula": "C7H17B3N2O7", "method": "wB97M-V/def2-TZVPD", "lumo_ha": -0.0019, "total_energy_ev": -26880.98397, "gap_ha": 0.3461, "elements": ["O", "N", "O", "C", "B", "O", "B", "O", "B", "C", "C", "C", "O", "O", "H", "H", "H", "H", "H", "H", "H", "H", "H", "H", "C", "C", "O", "N", "C", "H", "H", "H", "H", "H", "H", "H"], "xyz": [[1.407678, 2.577885, 0.875532], [1.506056, 1.562862, 1.437018], [0.354678, 0.757178, 1.232340], [0.693370, -0.625617, 1.485174], [0.174481, -1.464153, 0.250337], [-1.142112, -1.806182, 0.006464], [-1.260373, -2.309104, -1.288141], [-0.641703, -1.608782, -2.301709], [0.707447, -1.415166, -2.016581], [1.694820, -0.750337, -3.024774], [3.168657, -0.917055, -2.652015], [4.097356, -0.166929, -3.591622], [5.446569, -0.158075, -3.139378], [1.100987, -1.816457, -0.733070], [1.783240, -0.700052, 1.500263], [0.332300, -0.949331, 2.464463], [-1.773689, -3.363763, -1.473736], [1.507764, -1.182603, -4.012930], [1.433674, 0.314394, -3.066473], [3.432117, -1.980292, -2.663567], [3.347782, -0.555057, -1.634505], [3.779422, 0.876589, -3.666837], [4.076608, -0.620386, -4.588194], [5.537499, -0.793578, -2.421721], [-3.721000, 1.955336, 4.154074], [-3.130716, 0.702813, 3.544959], [-2.754178, -0.230823, 4.233488], [-3.028705, 0.653858, 2.191241], [-3.403576, 1.658686, 1.221279], [-3.727166, 1.829090, 5.232093], [-3.126261, 2.833387, 3.899532], [-4.741907, 2.118586, 3.806820], [-2.623458, -0.204949, 1.849472], [-4.155057, 1.273158, 0.529453], [-2.536049, 1.976160, 0.639240], [-3.816556, 2.528707, 1.722011]], "forces_ev_per_a": [[-0.15, -0.09, 0.34], [-0.04, 0.01, -0.38], [0.10, 0.00, -0.21], [0.24, -0.27, 0.45], [-0.08, -0.22, -0.13], [0.56, 0.01, -0.13], [-0.39, 0.01, 0.13], [0.41, -0.34, 0.09], [-0.27, -0.14, 0.10], [0.11, -0.42, 0.13], [0.08, 0.11, -0.04], [0.10, -0.08, 0.10], [0.05, -0.06, 0.14], [0.05, 0.91, -0.04], [-0.02, -0.04, 0.06], [-0.23, 0.16, -0.06], [-0.31, 0.19, -0.08], [-0.05, 0.24, -0.07], [-0.02, -0.03, -0.14], [0.01, 0.02, 0.05], [-0.07, -0.01, -0.01], [-0.04, -0.03, -0.10], [-0.14, 0.10, -0.03], [0.01, 0.04, -0.10], [0.00, -0.03, 0.03], [0.02, 0.04, -0.02], [0.03, -0.01, 0.01], [0.00, -0.10, -0.03], [0.08, -0.06, -0.04], [0.01, -0.01, 0.00], [-0.02, 0.01, -0.01], [0.01, 0.02, -0.01], [0.00, 0.01, -0.03], [-0.03, 0.02, 0.02], [0.01, 0.04, 0.03], [0.00, 0.01, -0.01]]}


[8]
{"formula": "C7H17BN", "method": "wB97M-V/def2-TZVPD", "multiplicity": 3, "lumo_ha": [-0.1135, -0.3335], "total_energy_ev": -9686.53222, "gap_ha": [0.2681, 0.2313], "de_lowest_ev": 0.000, "total_charge": 1, "s2": 2.01, "elements": ["B", "C", "C", "C", "C", "C", "C", "C", "N", "H", "H", "H", "H", "H", "H", "H", "H", "H", "H", "H", "H", "H", "H", "H", "H", "H"], "xyz": [[0.342505, 2.187016, -0.034218], [-0.574673, -1.634506, 0.377953], [0.963235, -1.691170, 0.263121], [0.216378, 0.674921, 0.309952], [-1.051034, -0.194581, 0.063378], [-1.460436, -0.016002, -1.443243], [-2.193890, 0.362319, 0.842184], [2.608487, 0.236702, 0.046470], [1.297592, -0.251498, -0.196660], [-0.227320, 3.053478, 0.607318], [1.050889, 2.433515, -0.962569], [-1.040435, -2.371656, -0.165926], [-0.815965, -1.921384, 1.334606], [1.570605, -1.751036, 1.093305], [1.390141, -2.512512, -0.428782], [0.450264, 0.487880, 1.784067], [-1.979260, 1.043932, -1.650299], [-2.264095, -0.709814, -1.768407], [-0.522444, -0.133380, -2.105974], [-3.140209, -0.185251, 0.502443], [-2.430766, 1.370950, 0.466745], [-2.141965, 0.287086, 1.976930], [2.633282, 0.594066, 1.030725], [3.499538, -0.339444, -0.141059], [2.726233, 1.159736, -0.555597], [1.093343, -0.179377, -1.246466]], "forces_ev_per_a": [[-1.56, -0.37, 2.62], [1.71, 1.46, 0.01], [-0.35, 0.25, -3.15], [0.21, -1.36, -0.33], [0.89, 0.95, -0.60], [-0.07, 1.58, -1.27], [-2.74, -0.69, 0.80], [1.78, 2.33, -0.92], [-1.52, -1.21, -2.64], [0.50, 0.00, -0.65], [0.48, 0.02, -0.78], [-0.98, -1.42, -1.93], [-0.67, -0.19, 2.60], [0.57, -0.47, 2.51], [-0.80, 1.72, 0.56], [-0.38, 0.55, -1.41], [1.68, -2.15, 0.59], [0.81, -0.06, 0.40], [-1.69, 0.19, 0.55], [1.18, 0.37, 0.76], [0.47, -0.08, 0.68], [0.12, 0.25, -1.49], [0.21, 0.27, 1.66], [-0.35, -1.03, -0.28], [0.04, -0.51, 0.20], [0.45, -0.40, 1.51]]}